# 1
Here is a structure of composition C18H47B3F4O9 from the Open Molecules 2025 dataset. Energies are from the ωB97M-V functional and the def2-TZVPD basis.

Computed properties:
Lowest unoccupied orbital energy in eV: 0.37
HOMO level in Eh: -0.3659
Orbital gap in eV: 10.331
Relative energy (zero: lowest compared OMol25 entry of this formula, charge and spin) in kJ/mol: 0.0
F_max in eV/Å: 1.76

Last column: Löwdin charge in e.
Atoms and positions in Å:
C (2.154, 1.619, -2.369)  -0.05
C (3.648, 1.502, -2.170)  -0.43
C (4.372, 2.815, -2.426)  -0.05
C (4.261, 0.331, -2.969)  -0.02
B (5.057, -0.534, -1.957)  -0.54
O (6.419, -0.488, -1.790)  0.30
B (6.739, -1.337, -0.747)  -0.28
O (6.040, -1.194, 0.435)  0.32
B (4.714, -1.184, 0.176)  -0.47
C (3.568, -0.948, 1.290)  -0.35
F (2.357, -1.037, 0.726)  0.13
F (3.703, -1.908, 2.235)  0.12
C (3.625, 0.376, 2.053)  -0.35
F (4.878, 0.785, 2.202)  0.13
F (2.905, 1.313, 1.456)  0.12
O (4.319, -1.395, -1.119)  0.31
H (1.887, 1.524, -3.412)  0.09
H (1.753, 2.506, -1.906)  0.06
H (1.721, 0.774, -1.845)  0.07
H (3.783, 1.304, -1.104)  0.11
H (4.111, 3.493, -1.628)  0.08
H (5.437, 2.642, -2.339)  0.08
H (4.107, 3.212, -3.394)  0.09
H (3.450, -0.275, -3.354)  0.11
H (4.838, 0.656, -3.825)  0.12
H (7.550, -2.176, -0.944)  0.13
H (3.203, 0.216, 3.042)  0.17
C (-1.469, -0.483, 1.698)  -0.08
C (-2.076, -0.685, 0.321)  -0.30
O (-1.296, -0.034, -0.681)  -0.09
H (-1.393, 0.581, 1.931)  0.06
H (-2.071, -0.970, 2.467)  0.07
H (-0.457, -0.894, 1.735)  0.06
H (-3.077, -0.258, 0.276)  0.11
H (-2.147, -1.752, 0.089)  0.09
H (-0.410, -0.414, -0.652)  0.07
C (-1.901, 4.570, -1.136)  -0.09
C (-0.495, 5.018, -1.492)  -0.32
O (0.042, 4.224, -2.547)  -0.10
H (-1.900, 3.521, -0.839)  0.07
H (-2.310, 5.166, -0.318)  0.07
H (-2.565, 4.662, -1.999)  0.07
H (0.171, 4.904, -0.637)  0.11
H (-0.489, 6.071, -1.793)  0.11
H (-0.534, 4.326, -3.313)  0.08
C (-2.906, 2.935, 5.080)  -0.09
C (-3.512, 2.741, 3.702)  -0.32
O (-2.729, 3.396, 2.707)  -0.09
H (-2.830, 3.997, 5.314)  0.07
H (-3.509, 2.448, 5.848)  0.07
H (-1.895, 2.521, 5.118)  0.07
H (-4.512, 3.171, 3.661)  0.09
H (-3.587, 1.676, 3.457)  0.10
H (-1.845, 3.012, 2.727)  0.07
C (-6.227, 5.785, 4.003)  -0.09
C (-6.830, 5.578, 2.626)  -0.32
O (-6.056, 6.220, 1.617)  -0.08
H (-6.152, 6.848, 4.233)  0.08
H (-6.830, 5.300, 4.773)  0.08
H (-5.215, 5.373, 4.042)  0.05
H (-7.830, 6.006, 2.578)  0.11
H (-6.903, 4.510, 2.395)  0.11
H (-5.170, 5.839, 1.640)  0.08
C (-1.591, -5.837, -1.608)  -0.08
C (-1.310, -5.022, -0.360)  -0.32
O (-2.495, -4.408, 0.147)  -0.09
H (-2.026, -5.207, -2.384)  0.08
H (-0.677, -6.290, -1.995)  0.05
H (-2.311, -6.632, -1.395)  0.07
H (-0.609, -4.218, -0.580)  0.11
H (-0.874, -5.655, 0.421)  0.11
H (-3.121, -5.109, 0.358)  0.08
C (1.100, -9.587, -2.583)  -0.09
C (1.792, -8.484, -3.364)  -0.32
O (1.491, -7.198, -2.826)  -0.10
H (0.020, -9.437, -2.590)  0.07
H (1.322, -10.567, -3.008)  0.07
H (1.423, -9.582, -1.539)  0.07
H (1.454, -8.479, -4.398)  0.11
H (2.876, -8.632, -3.357)  0.11
H (1.798, -7.185, -1.912)  0.08


# 2
Here is the ion C3H6NOS with charge -1 from the Open Molecules 2025 dataset. Energies are from the ωB97M-V functional and the def2-TZVPD basis.

Computed properties:
Lowest unoccupied orbital energy in eV: 4.11
SMILES: NC(=O)CC[S-]
HOMO level in Eh: -0.1033
Orbital gap in eV: 6.918
Relative energy (zero: lowest compared OMol25 entry of this formula, charge and spin) in kJ/mol: 17.8
Total charge: -1
F_max in eV/Å: 1.33

Last column: natural (NBO) charge in e.
Atoms and positions in Å:
N (-0.942, 0.330, 1.288)  -0.84
C (-0.899, -0.844, 0.612)  0.69
O (-1.771, -1.698, 0.757)  -0.69
C (0.262, -1.130, -0.324)  -0.51
C (1.413, -0.108, -0.287)  -0.53
S (0.997, 1.580, -0.999)  -0.74
H (-1.771, 0.580, 1.804)  0.38
H (-0.316, 1.059, 0.971)  0.43
H (0.618, -2.083, 0.082)  0.21
H (-0.242, -1.231, -1.283)  0.23
H (2.349, -0.467, -0.719)  0.19
H (1.739, 0.047, 0.751)  0.18


# 3
Here is a structure of composition C22H25ClFeN2PS from the Open Molecules 2025 dataset. Energies are from the ωB97M-V functional and the def2-TZVPD basis.

Computed properties:
Lowest unoccupied orbital energy (spin up / spin down) in eV: -6.42 / -9.66
HOMO level (spin up / spin down) in Eh: -0.5339 / -0.5345
Orbital gap (spin up / spin down) in eV: 8.108 / 4.879
2S+1: 6
Total charge: +2
F_max in eV/Å: 5.70

Last column: natural (NBO) charge in e.
Atoms and positions in Å:
Fe (0.052, -0.349, 1.391)  1.32
Cl (-0.052, 1.508, 2.514)  -0.41
P (0.009, 0.546, -0.622)  0.84
C (-1.319, -0.277, -1.576)  -0.39
C (-1.077, -1.072, -2.705)  -0.19
C (-2.153, -1.603, -3.427)  -0.18
C (-3.466, -1.419, -2.979)  -0.14
C (-3.704, -0.695, -1.805)  -0.22
C (-2.637, -0.119, -1.109)  -0.14
C (-0.207, 2.315, -1.085)  -0.26
C (0.672, 3.251, -0.515)  -0.21
C (0.500, 4.619, -0.743)  -0.18
C (-0.525, 5.073, -1.580)  -0.15
C (-1.375, 4.144, -2.189)  -0.19
C (-1.216, 2.775, -1.944)  -0.22
C (1.533, 0.184, -1.544)  -0.28
C (2.614, -0.406, -0.873)  -0.23
C (3.811, -0.623, -1.562)  -0.19
C (3.931, -0.255, -2.906)  -0.16
C (2.845, 0.324, -3.577)  -0.18
C (1.649, 0.560, -2.890)  -0.22
H (1.472, 2.912, 0.140)  0.22
H (1.158, 5.334, -0.250)  0.24
H (-0.666, 6.144, -1.746)  0.25
H (-2.184, 4.483, -2.840)  0.24
H (-1.911, 2.074, -2.410)  0.23
H (-0.057, -1.289, -3.026)  0.24
H (-1.956, -2.175, -4.336)  0.25
H (-4.301, -1.852, -3.534)  0.25
H (-4.718, -0.581, -1.429)  0.24
H (-2.820, 0.446, -0.195)  0.21
H (2.505, -0.681, 0.181)  0.18
H (4.657, -1.077, -1.047)  0.24
H (4.873, -0.418, -3.432)  0.25
H (2.920, 0.599, -4.629)  0.25
H (0.815, 1.039, -3.409)  0.24
H (-0.157, -5.191, -4.015)  0.00
H (0.592, -5.155, -3.979)  0.00
S (-0.053, -2.557, 1.671)  -0.07
C (-0.036, -1.802, 3.232)  0.21
N (-1.198, -1.647, 3.931)  -0.54
C (-1.249, -1.601, 5.387)  -0.23
C (-0.018, -0.886, 5.916)  -0.44
C (1.283, -1.390, 5.320)  -0.23
N (1.161, -1.597, 3.879)  -0.55
H (-2.035, -1.985, 3.460)  0.44
H (-1.317, -2.621, 5.797)  0.23
H (-2.167, -1.065, 5.664)  0.25
H (0.009, -1.011, 7.002)  0.27
H (-0.110, 0.183, 5.703)  0.23
H (1.574, -2.359, 5.747)  0.23
H (2.095, -0.671, 5.513)  0.25
H (1.954, -2.086, 3.460)  0.44


# 4
Here is a structure of composition C15H29INO7V from the Open Molecules 2025 dataset. Energies are from the ωB97M-V functional and the def2-TZVPD basis.

Computed properties:
Lowest unoccupied orbital energy in eV: -11.81
HOMO level in Eh: -0.5172
Orbital gap in eV: 2.261
Total charge: +2
F_max in eV/Å: 8.47

Last column: natural (NBO) charge in e.
Atoms and positions in Å:
C (1.472, 3.594, -0.181)  -0.64
C (0.105, 2.852, -0.715)  -0.42
C (-0.949, 2.816, 0.580)  -0.09
O (-0.181, 2.353, 1.746)  -0.51
C (-0.740, 1.070, 2.281)  0.05
N (-0.243, -0.120, 1.492)  -0.50
C (-1.371, -0.931, 0.902)  0.08
O (-1.003, -1.658, -0.353)  -0.53
C (-2.125, -2.505, -0.787)  -0.05
C (-2.784, -1.790, -2.147)  -0.12
O (-4.233, -1.577, -1.935)  -0.61
C (-4.530, -0.198, -1.516)  -0.10
C (-5.658, -0.171, -0.295)  -0.64
C (0.775, -0.947, 2.235)  0.28
I (-0.046, -1.940, 4.055)  0.58
O (1.410, -2.021, 1.457)  -0.53
C (2.149, -1.514, 0.291)  -0.13
C (3.796, -1.781, 0.387)  -0.09
O (4.452, -1.632, -0.925)  -0.45
C (5.225, -0.381, -1.023)  -0.10
C (4.744, 0.376, -2.433)  -0.65
C (2.034, -0.011, 2.817)  0.69
O (2.531, 1.056, 2.189)  -0.36
O (2.627, -0.408, 4.107)  -0.29
H (2.064, 4.156, -1.039)  0.24
H (1.218, 4.314, 0.709)  0.23
H (2.184, 2.752, 0.217)  0.21
H (-0.383, 3.400, -1.651)  0.23
H (0.312, 1.708, -0.963)  0.19
H (-1.826, 2.115, 0.249)  0.16
H (-1.351, 3.911, 0.709)  0.23
H (-1.923, 1.220, 2.235)  0.22
H (-0.481, 1.035, 3.435)  0.23
H (-2.199, -0.144, 0.556)  0.21
H (-1.915, -1.655, 1.643)  0.18
H (-1.835, -3.638, -0.973)  0.23
H (-3.027, -2.542, -0.009)  0.04
H (-2.199, -0.776, -2.298)  0.24
H (-2.559, -2.541, -3.025)  0.24
H (-4.933, 0.384, -2.458)  0.24
H (-3.607, 0.402, -1.117)  0.19
H (-5.993, -1.263, -0.033)  0.16
H (-5.168, 0.294, 0.684)  0.23
H (-6.581, 0.518, -0.591)  0.28
H (1.782, -2.142, -0.647)  0.24
H (1.957, -0.370, 0.052)  0.23
H (4.277, -1.109, 1.241)  0.21
H (3.898, -2.907, 0.747)  0.24
H (6.381, -0.555, -1.097)  0.24
H (5.009, 0.390, -0.167)  0.19
H (4.927, 1.548, -2.385)  0.24
H (3.580, 0.192, -2.618)  0.21
H (5.317, -0.021, -3.376)  0.24
V (-4.381, -3.203, -0.258)  0.92